Entry 1:
Entry from the OMol25 dataset: a molecular structure, C6H10O in a non-equilibrium geometry (ωB97M-V/def2-TZVPD).

```
17
Properties=species:S:1:pos:R:3:forces:R:3:mulliken_charge:R:1
C 1.92096 -0.48356 -0.05603 0.2 0.0 -0.1 -1.3839
C 0.75367 0.33909 0.38923 0.4 -0.2 0.0 0.2992
C 0.02492 1.29844 -0.56746 -0.1 0.0 0.2 -1.0040
C -1.27921 0.85035 0.17615 0.4 0.1 0.0 0.2054
O -2.11553 0.12433 -0.72593 0.0 0.0 0.5 -0.4743
C -1.41846 -1.07465 -0.31903 0.2 -0.8 -0.2 -0.5860
C -0.55243 -0.37256 0.72689 0.1 -0.3 0.2 -0.3356
H 2.26291 -1.11439 0.77045 0.1 0.0 -0.2 0.3511
H 2.73671 0.16221 -0.38134 0.2 -0.1 -0.1 0.3640
H 1.62021 -1.13154 -0.88679 0.2 0.1 0.0 0.3001
H 1.00178 0.94978 1.27122 0.1 -0.3 0.0 0.2777
H 0.37804 2.33377 -0.61822 -0.3 -0.1 0.2 0.3412
H 0.01142 0.89705 -1.59371 -0.3 0.1 0.4 0.2654
H -1.69934 1.28584 1.05693 -1.0 1.8 -0.4 0.4089
H -0.85138 -1.55726 -1.11391 -0.3 -0.1 -0.4 0.2416
H -2.15458 -1.74748 0.12214 0.3 -0.3 -0.1 0.2995
H -0.63970 -0.75941 1.74941 -0.2 0.3 -0.2 0.4297
```
Forces are in eV/Å.

The charge is 0. The orbital gap is 10.4 eV. The molecular weight is 98.145 Da. The calculated total energy is -8429.05330 eV. Its largest force on an atom is 2.10 eV/Å. The value obtained for the energy above the lowest of the compared OMol25 structures with the same formula, charge and spin is 50.4 kcal/mol. For the LUMO energy, the calculation gives 1.0 eV.



Entry 2:
Entry from the OMol25 dataset: a single C6H10O molecule (ωB97M-V/def2-TZVPD).

```
17
Properties=species:S:1:pos:R:3:forces:R:3:mulliken_charge:R:1
O -0.90270 -1.60313 1.36746 0.3 -0.2 -0.1 -0.5858
C -1.20043 -0.67518 0.31945 0.0 0.2 -0.4 0.0332
C -0.86859 0.75175 0.74776 -0.1 0.2 0.2 -0.6769
C 0.57566 1.25540 0.48466 -0.3 -0.6 -0.1 -0.6532
C 1.43224 0.41912 -0.50622 0.1 0.2 0.2 -0.5325
C 0.66176 -0.55902 -1.33940 -0.3 0.2 -0.1 -0.1979
C -0.53280 -1.02855 -0.99045 0.1 -0.3 0.1 -0.6204
H -0.05687 -2.02398 1.17868 0.0 0.1 0.0 0.3779
H -2.28407 -0.76389 0.18182 0.1 0.1 0.1 0.3509
H -1.09133 0.80616 1.82019 0.0 0.1 -0.2 0.2886
H -1.58064 1.42481 0.26264 0.1 -0.1 -0.1 0.3249
H 1.09454 1.33512 1.43089 0.2 0.0 0.2 0.3092
H 0.50035 2.26596 0.10448 0.0 0.2 -0.1 0.2610
H 1.96705 1.11437 -1.16042 0.0 -0.2 0.0 0.3566
H 2.22096 -0.12916 0.03219 -0.2 0.1 -0.1 0.2614
H 1.10322 -0.85320 -2.29170 -0.1 -0.1 0.2 0.3573
H -1.03836 -1.73656 -1.64203 0.0 0.0 0.1 0.3455
```
Forces are in eV/Å.

The charge is 0. The orbital gap is 10.5 eV. The molecular weight is 98.145 Da. The calculated total energy is -8430.89403 eV. Its largest force on an atom is 0.63 eV/Å. The value obtained for the energy above the lowest of the compared OMol25 structures with the same formula, charge and spin is 8.0 kcal/mol. For the LUMO energy, the calculation gives 0.9 eV.